C10H25N2O6 | the ωB97M-V functional and the def2-TZVPD basis

The geometry in XYZ format:
```
43
Properties=species:S:1:pos:R:3:forces:R:3:nbo_charge:R:1
C -1.9447 1.6327 1.2232 -0.04 0.02 0.00 -0.42
N -1.0427 0.7060 0.5237 -0.12 -0.26 0.64 -0.62
C 0.3164 0.7795 0.9175 0.01 0.30 -0.03 -0.04
N 0.7016 -0.3376 1.9409 -0.08 0.10 0.17 -0.71
H -1.5926 2.6503 1.0605 -0.05 0.00 0.02 0.21
H -2.9365 1.5491 0.7852 0.02 0.01 -0.02 0.23
H -2.0352 1.4496 2.3000 0.07 0.00 -0.01 0.18
H -1.3945 -0.2420 0.6217 -0.09 0.00 -0.54 0.38
H 1.0180 0.7009 0.0855 0.01 -0.34 0.07 0.22
H 0.5099 1.7265 1.4190 0.06 -0.02 -0.02 0.22
H 1.0593 0.0551 2.8129 0.06 0.00 -0.04 0.44
H 1.4121 -0.9696 1.5708 -0.04 0.00 -0.03 0.44
H -0.1231 -0.8989 2.1894 0.02 -0.11 -0.04 0.46
C -0.2788 -5.2792 3.6198 -0.03 0.04 -0.14 -0.64
C -0.8755 -4.0151 4.1891 0.06 -0.03 0.18 -0.07
O -1.2591 -3.0748 3.1463 0.07 0.00 -0.01 -0.54
C -2.4028 -3.3798 2.5144 -0.02 0.10 -0.04 0.98
O -3.1258 -4.3033 2.7426 0.07 0.01 0.02 -0.60
O -2.5972 -2.4439 1.5768 0.14 0.25 -0.18 -0.54
C -3.7599 -2.6409 0.7470 -0.05 -0.03 0.04 -0.26
H 0.5691 -5.0500 2.9730 0.03 -0.02 0.04 0.21
H 0.0704 -5.9136 4.4340 0.00 0.00 0.00 0.24
H -1.0168 -5.8347 3.0446 -0.01 -0.02 0.03 0.24
H -0.1496 -3.4663 4.7857 0.00 0.03 -0.02 0.19
H -1.7460 -4.2208 4.8089 -0.04 0.00 -0.06 0.21
H -4.6462 -2.7667 1.3630 0.01 -0.01 0.01 0.21
H -3.6242 -3.5144 0.1136 0.01 -0.02 0.03 0.20
H -3.8421 -1.7446 0.1400 0.00 0.00 -0.01 0.19
C 3.5514 5.0227 -4.8508 -0.11 0.01 0.07 -0.64
C 4.0548 3.7361 -4.2416 0.15 -0.02 -0.05 -0.07
O 3.2086 3.2850 -3.1551 0.01 0.04 -0.02 -0.50
C 2.0760 2.7058 -3.5231 -0.06 -0.09 0.02 0.98
O 1.7012 2.4806 -4.6420 0.02 0.04 0.01 -0.63
O 1.3928 2.3792 -2.4106 0.03 0.03 -0.04 -0.52
C 0.1176 1.7738 -2.6595 0.17 -0.01 0.11 -0.26
H 3.4474 5.7922 -4.0856 0.04 0.02 -0.01 0.21
H 4.2616 5.3724 -5.5999 0.00 0.00 0.00 0.23
H 2.5870 4.8752 -5.3337 0.02 -0.01 -0.03 0.23
H 5.0275 3.8730 -3.7754 -0.02 0.00 0.04 0.19
H 4.1321 2.9409 -4.9817 -0.07 -0.01 0.00 0.20
H 0.2193 0.9099 -3.3136 0.00 0.00 -0.01 0.20
H -0.5733 2.4846 -3.1090 0.03 0.03 -0.01 0.20
H -0.2259 1.4792 -1.6728 -0.25 -0.05 -0.13 0.18
```
Forces are in eV/Å.

Computed properties:
calculated total energy: -956.74742 Eh
charge: +1
gap between HOMO and LUMO: 9.414 eV

=====

C10H25N4 | the ωB97M-V functional and the def2-TZVPD basis

The geometry in XYZ format:
```
39
Properties=species:S:1:pos:R:3:forces:R:3:nbo_charge:R:1
C -1.7353 -1.0350 -0.0799 -1.77 -6.43 -0.74 0.01
C 1.9931 1.5677 -2.7187 -0.90 1.60 -0.62 -0.64
C -1.8049 -1.9432 -2.4498 2.71 0.78 -0.45 -0.60
C -0.7958 -3.4959 -0.5784 -1.82 2.45 -0.92 -0.60
C -0.5301 -0.2641 3.4581 -0.33 0.35 -1.89 -0.67
C -1.7643 1.2160 0.5630 2.82 2.52 -1.46 -0.10
C 1.7940 2.1737 -1.2984 1.27 -1.51 0.09 -0.22
C 2.0876 1.2276 1.1263 -0.11 -0.20 -0.18 -0.07
C -1.0477 -1.9599 -1.1061 0.24 0.17 1.08 -0.23
C 0.1195 0.8147 2.5763 -0.05 1.70 2.95 0.48
N -1.2172 0.1373 -0.0367 1.64 5.12 -0.63 -0.61
N 0.1563 2.1312 3.1162 -0.40 -0.99 -0.50 -0.81
N 1.1831 0.3671 1.8950 -1.41 4.83 0.72 -0.56
N 1.7309 1.0130 -0.3317 1.56 -0.48 0.24 -0.67
H -2.7013 -1.2479 0.3906 0.44 0.12 -0.23 0.20
H 2.9826 1.1656 -2.8201 0.37 -0.92 0.40 0.22
H 1.1808 0.8695 -2.9647 0.47 -0.05 0.02 0.21
H 2.0544 2.3127 -3.5702 -0.64 -0.32 1.24 0.25
H -2.7953 -2.0762 -2.2472 -2.80 -0.92 0.26 0.21
H -1.7595 -0.9717 -2.9810 0.30 -0.34 0.38 0.21
H -1.3832 -2.7047 -3.1124 -0.33 0.05 0.02 0.22
H -0.8308 -3.6067 0.4728 0.42 0.45 1.28 0.21
H -1.5562 -4.2198 -0.8763 -0.02 0.35 -0.72 0.22
H 0.1393 -3.7356 -0.9617 1.63 -0.94 -0.57 0.22
H -1.3867 0.0808 3.9849 -0.58 0.51 0.48 0.24
H -0.8742 -1.1178 2.8635 0.23 0.19 -0.05 0.24
H 0.2185 -0.6006 4.1335 0.65 -0.26 0.80 0.24
H -1.4348 2.2202 0.1479 0.07 -1.37 0.74 0.19
H -2.7122 1.3295 0.9528 -1.96 -0.91 1.00 0.20
H 0.8738 2.7141 -1.1240 0.02 0.56 -0.40 0.19
H 2.7103 2.7340 -1.0978 -0.40 0.57 0.13 0.19
H 1.9551 2.3129 1.3645 -0.29 -1.03 -0.29 0.20
H 3.0532 0.9839 1.6829 -0.24 0.19 -2.08 0.23
H -0.0685 -1.3597 -1.2781 -0.92 -1.74 0.25 0.17
H -0.6007 2.5291 3.7208 1.08 -0.97 -1.15 0.43
H 0.8079 2.8049 2.7069 -0.70 -0.40 0.42 0.40
H 1.1146 -0.5577 1.7346 0.37 -3.73 -1.12 0.40
H 2.2822 0.2422 -0.7615 -0.37 0.71 0.76 0.38
H -0.4022 0.2919 -0.6449 -0.27 0.29 0.74 0.44
```
Forces are in eV/Å.

Computed properties:
calculated total energy: -614.60615 Eh
charge: +1
multiplicity: 3
gap between HOMO and LUMO (alpha / beta): 5.069 / 9.025 eV

=====

C10H25NP | the ωB97M-V functional and the def2-TZVPD basis

The geometry in XYZ format:
```
37
Properties=species:S:1:pos:R:3:forces:R:3:nbo_charge:R:1
C -0.9353 0.5063 -4.7876 -0.13 -0.17 -0.79 -0.62
C -0.7350 1.3153 4.8321 -1.49 0.26 2.64 -0.63
C 1.5487 -2.5628 -1.7491 -0.94 -0.38 0.91 -0.65
C -1.2407 0.6936 -3.3202 -3.06 1.44 -0.16 -0.36
C 0.2927 2.0967 4.1139 0.94 0.23 1.38 -0.44
C 0.4610 -1.4806 -1.6329 0.13 0.71 -0.19 -0.32
C -1.7274 -0.5525 -2.5500 0.81 3.64 2.29 -0.46
C 0.8038 1.4077 2.9430 -1.21 -1.28 -3.11 -0.60
C -0.6784 -1.5360 -2.3677 1.21 -1.24 0.35 -0.11
C 0.0893 -0.8947 1.7899 -0.75 0.84 -0.38 -0.55
N -0.6742 -1.9944 1.0388 0.75 0.95 0.54 -0.77
P -0.6676 0.6129 1.9625 1.70 -1.05 0.32 0.74
H -0.5696 1.4124 -5.4008 -0.40 -1.47 1.32 0.24
H -1.8911 0.1952 -5.1918 -0.15 -0.01 -0.73 0.21
H -0.2813 -0.3931 -4.9001 -0.08 0.94 -0.16 0.20
H -0.9668 1.8830 5.8009 0.42 -1.13 -0.97 0.24
H -1.7276 1.4036 4.3328 0.63 -0.75 0.02 0.21
H -0.3926 0.2622 5.0800 -0.75 1.19 -0.36 0.22
H 1.9011 -2.9734 -0.7352 0.27 1.36 -1.31 0.21
H 2.2974 -2.0886 -2.4421 -0.16 -1.25 0.97 0.25
H 1.0718 -3.5111 -2.0982 0.50 0.92 -0.67 0.23
H -0.4333 1.0829 -2.8272 2.33 0.87 1.43 0.19
H -2.0750 1.4892 -3.0740 1.44 -1.27 -1.14 0.20
H -0.0788 3.0790 3.8783 -0.08 0.43 -0.19 0.22
H 1.1759 2.2092 4.7390 -0.03 0.45 0.45 0.23
H 4.5281 4.0259 0.6272 -0.74 -2.08 -0.05 0.02
H 0.7746 -0.4967 -1.1201 -0.71 -1.49 -0.65 0.22
H -2.0710 -0.0205 -1.5812 0.39 -1.39 -1.04 0.21
H -2.5513 -0.9509 -3.0225 -1.92 -0.96 -0.91 0.22
H 1.2407 2.1051 2.2699 0.56 0.59 -0.78 0.24
H 1.4910 0.5779 3.0256 0.27 0.06 0.80 0.22
H -0.8727 -2.3970 -3.0192 0.56 -0.22 0.51 0.22
H 1.1358 -1.0877 2.0987 -0.93 -0.47 -0.39 0.24
H -0.3731 -2.9224 1.3571 0.01 0.21 -0.26 0.43
H -1.6541 -1.8797 1.3742 0.62 -0.20 -1.03 0.45
H -0.4739 -1.8705 -0.0501 -0.75 -0.37 1.29 0.48
H 4.2591 3.2543 0.6062 0.73 2.08 0.05 -0.02
```
Forces are in eV/Å.

Computed properties:
relative energy (zero: lowest compared OMol25 entry of this formula, charge and spin): 4.4809 eV
calculated total energy: -791.71226 Eh
charge: +1
gap between HOMO and LUMO: 8.955 eV

=====

C10H26BBrNO2 | the ωB97M-V functional and the def2-TZVPD basis

The geometry in XYZ format:
```
41
Properties=species:S:1:pos:R:3:forces:R:3:nbo_charge:R:1
C 3.6311 2.0415 -1.6058 0.12 0.80 -0.22 -0.65
C 3.0825 2.1043 -3.0557 0.77 1.03 0.02 -0.07
O 2.9381 0.8314 -3.6887 -1.05 -0.82 1.85 -0.70
B 2.1593 -0.0752 -2.9557 0.46 0.22 -0.92 0.86
C 0.6983 0.2250 -2.3487 0.26 0.66 -0.89 -0.58
Br -0.2546 -1.5385 -2.3442 0.28 0.49 0.51 -0.05
C -0.1930 1.1988 -3.1936 -1.19 -0.36 1.31 -0.43
C -1.2425 1.8841 -2.2470 0.48 0.08 -0.15 -0.61
H 2.8735 1.7692 -0.8478 0.34 -0.19 -0.38 0.19
H 4.5485 1.4319 -1.5198 -0.63 0.00 -0.11 0.23
H 3.9519 3.0741 -1.3522 -0.24 -0.49 -0.06 0.23
H 2.1623 2.7186 -3.0925 0.24 -0.45 0.07 0.17
H 3.8340 2.6575 -3.6501 -0.41 -0.35 0.15 0.20
H 2.6038 -1.1725 -2.8113 0.01 -0.03 -0.18 -0.09
H 0.7572 0.5841 -1.3048 -0.15 -0.43 -0.38 0.23
H -0.7945 0.5693 -3.8725 0.62 0.47 -0.10 0.23
H 0.3671 1.9633 -3.7497 -0.06 -0.48 0.13 0.22
H -0.7859 2.7133 -1.6667 -0.18 -0.29 -0.42 0.19
H -1.6159 1.1662 -1.4907 0.00 0.19 -0.58 0.20
H -2.0800 2.2823 -2.8458 0.31 -0.10 0.45 0.23
C -2.5460 -1.1124 1.4751 -0.23 -0.11 0.21 -0.41
N -1.6466 -1.6681 2.5514 -0.05 0.00 -0.13 -0.20
C -1.9700 -3.1267 2.7189 0.16 0.23 0.02 -0.40
C -1.9153 -0.9577 3.8406 0.06 -0.12 -0.15 -0.41
C -0.1812 -1.5668 2.1552 -0.17 0.19 -0.15 -0.23
C 0.3490 -0.1563 1.9768 -0.03 0.28 -0.12 -0.09
O -0.3637 0.5059 0.9432 -0.01 -0.09 0.10 -0.73
H -3.5619 -1.4465 1.6819 0.06 -0.09 0.03 0.22
H -2.5173 -0.0295 1.5087 0.15 -0.08 -0.15 0.25
H -2.2127 -1.4911 0.5113 0.02 0.12 0.00 0.25
H -3.0133 -3.2167 3.0117 0.04 -0.01 -0.02 0.23
H -1.3237 -3.5368 3.4924 -0.03 -0.04 -0.04 0.23
H -1.7967 -3.6280 1.7691 -0.01 -0.01 0.04 0.24
H -1.7488 0.1068 3.7028 0.00 -0.03 0.02 0.23
H -1.2476 -1.3573 4.6018 -0.04 0.04 0.02 0.23
H -2.9529 -1.1345 4.1177 0.05 0.02 0.00 0.24
H -0.0868 -2.1229 1.2215 0.00 0.04 0.00 0.25
H 0.3871 -2.0747 2.9341 0.00 0.02 -0.01 0.23
H 1.4039 -0.2214 1.6942 0.03 -0.27 0.22 0.21
H 0.2853 0.4247 2.9012 0.07 -0.14 0.11 0.18
H 0.0181 1.3816 0.8338 -0.03 0.11 -0.07 0.49
```
Forces are in eV/Å.

Computed properties:
calculated total energy: -3200.47388 Eh
charge: +1
gap between HOMO and LUMO: 9.674 eV

=====

C10H26ClGaINO3P2 | the ωB97M-V functional and the def2-TZVPD basis

The geometry in XYZ format:
```
45
Properties=species:S:1:pos:R:3:forces:R:3:nbo_charge:R:1
C -0.2535 0.6463 -2.4367 -0.52 0.58 -0.45 -0.73
C -0.6912 1.0728 -1.0189 2.52 3.11 -2.06 0.73
H -0.2025 1.5964 -3.0119 0.28 -0.62 0.29 0.28
H -0.9822 -0.0037 -2.9501 0.65 0.13 0.54 0.26
H 0.7433 0.1874 -2.3594 -0.49 0.10 -0.02 0.25
O -0.3891 2.1430 -0.5993 -2.89 -3.44 -1.37 -0.38
I -1.5871 -0.6094 2.3767 0.82 -1.99 2.24 0.06
Ga 0.2299 -3.8697 -1.3445 -0.11 -0.21 -0.64 0.69
P 2.6297 -0.7796 -0.5773 4.60 -0.11 0.42 1.36
C 3.4965 0.3125 0.6385 -1.64 0.59 0.26 -0.98
C 3.3084 -2.4753 -0.2502 -1.57 -0.06 0.79 -0.96
H 4.3956 -2.5999 -0.2242 -0.04 0.71 -0.26 0.30
H 4.3858 -0.2930 -2.4603 -0.71 -0.29 0.97 0.32
H 2.8732 -3.1399 -0.9915 0.19 -0.20 -0.03 0.24
H 2.7943 -0.9591 -2.9841 0.41 0.35 0.33 0.27
H 3.0065 0.1594 1.6183 0.31 0.12 -0.33 0.31
H 2.9246 -2.7661 0.7507 0.18 0.00 -0.56 0.27
C 3.2894 -0.2997 -2.2351 -1.53 0.58 -1.04 -1.01
H 4.5913 0.2340 0.7373 -0.38 -0.54 -0.54 0.29
H 2.9081 0.7350 -2.4372 0.43 -0.73 0.10 0.26
H 3.2328 1.3468 0.3533 0.19 -0.36 0.17 0.26
P -2.1791 -0.6995 -0.6441 -2.45 1.79 0.67 1.00
C -3.1665 0.4398 0.4411 -0.21 -0.99 0.55 -0.91
C -3.1827 -0.2517 -2.1018 1.71 0.61 -2.26 -0.97
H -2.7832 -3.0352 -1.0864 -0.26 0.27 0.28 0.25
H -4.1691 -2.0462 -0.4894 0.16 0.07 -0.02 0.26
H -2.9209 -2.6387 0.6599 -0.07 -0.12 -0.17 0.27
C -3.1116 -2.2809 -0.3526 1.18 -0.63 0.27 -0.88
H -2.9615 -0.9322 -2.9718 -0.32 0.65 0.72 0.26
H -4.2199 -0.3213 -1.8528 -0.58 -0.10 0.08 0.25
H -4.1804 0.5010 0.0548 -0.12 0.25 0.12 0.26
H -2.6612 1.3911 0.5125 -0.21 0.34 0.13 0.24
H -2.9555 0.8045 -2.4366 -0.41 -1.07 0.31 0.24
H -3.2619 -0.0394 1.4942 -0.91 0.99 -1.42 0.22
Cl 0.3315 -4.3655 -3.5201 -0.01 0.25 0.70 -0.65
N 0.0089 2.5853 4.2012 -0.08 -0.21 0.63 -0.71
C -0.4904 2.6190 2.7886 0.44 -1.28 -0.14 -0.35
C 0.5696 1.6180 2.1704 1.78 -1.17 0.56 0.77
O 1.6311 1.4153 2.8764 -1.92 0.67 -0.81 -0.76
O 0.2939 0.9910 1.1445 0.89 0.13 0.57 -0.75
H -0.6738 2.5308 4.9617 -0.01 0.64 -0.27 0.44
H 0.6284 3.3924 4.2208 -0.03 0.02 1.05 0.45
H 0.6800 1.7410 4.2775 -0.40 1.07 -0.60 0.49
H -1.5595 2.3231 2.6694 1.09 -0.01 0.31 0.24
H -0.3701 3.6200 2.3884 0.08 0.09 -0.01 0.24
```
Forces are in eV/Å.

Computed properties:
relative energy (zero: lowest compared OMol25 entry of this formula, charge and spin): 0.0000 eV
calculated total energy: -4041.69132 Eh
charge: +2
gap between HOMO and LUMO (alpha / beta): 6.352 / 4.962 eV

=====

Calculated strongest force on any atom (Eh/bohr), listed in the same order as above: 0.014, 0.130, 0.085, 0.044, 0.091